ORCA calculation (ωB97M-V/def2-TZVPD) on a structure of composition C12H30ClCoIN3O3P2 at a distorted geometry.

The geometry in XYZ format:
```
53
Properties=species:S:1:pos:R:3:nbo_charge:R:1
C -3.635 2.759 -5.738 -0.74
C -3.448 1.592 -4.789 0.52
H -4.475 2.539 -6.425 0.27
H -2.727 2.912 -6.340 0.26
H -3.873 3.675 -5.180 0.26
O -4.069 0.563 -4.780 -0.47
I -1.928 1.680 -3.196 -0.04
Co -0.493 0.010 -0.909 1.11
P 1.384 -0.925 -1.731 0.93
C 1.780 -2.693 -1.600 -0.96
C 0.998 -0.625 -3.467 -0.97
H 2.790 0.998 -1.469 0.28
H 3.734 -0.436 -2.004 0.26
H 3.181 -0.274 -0.292 0.27
C 2.934 -0.080 -1.344 -0.95
H 0.833 0.447 -3.625 0.28
H 1.822 -0.988 -4.089 0.27
H 2.543 -2.960 -2.349 0.27
H 0.883 -3.298 -1.777 0.26
H 0.073 -1.163 -3.708 0.26
H 2.172 -2.920 -0.598 0.25
C -0.650 -1.542 -0.017 0.38
O -0.870 -2.538 0.565 -0.39
Cl 0.128 2.185 -0.920 -0.62
C -0.734 2.486 2.634 -0.43
N -0.488 1.085 2.937 -0.78
C -1.603 0.224 2.579 -0.42
P 1.079 0.500 2.728 2.37
O 1.705 0.413 1.389 -1.09
N 1.981 1.540 3.672 -0.42
C 3.032 2.366 3.067 -0.45
C 1.749 1.831 5.074 -0.45
N 0.917 -1.014 3.437 -0.70
C 1.927 -2.030 3.112 -0.42
C 0.281 -1.199 4.741 -0.44
H -1.751 2.737 2.945 0.24
H -0.622 2.700 1.559 0.23
H -0.038 3.119 3.194 0.20
H -1.878 0.298 1.510 0.18
H -1.394 -0.832 2.803 0.22
H -2.480 0.534 3.168 0.24
H 2.615 3.327 2.723 0.27
H 3.797 2.567 3.832 0.24
H 3.483 1.833 2.227 0.27
H 0.941 2.562 5.214 0.27
H 1.527 0.926 5.641 0.25
H 2.675 2.266 5.456 0.25
H 2.874 -1.860 3.644 0.22
H 1.529 -3.014 3.399 0.24
H 2.109 -2.024 2.034 0.22
H 0.994 -1.092 5.575 0.21
H -0.556 -0.514 4.890 0.24
H -0.113 -2.228 4.776 0.24
```

The expectation value of S² is 6.03. The max |F| comes out at 7.97 eV Å⁻¹. As for the multiplicity: 5. The calculation puts the HOMO-LUMO gap (alpha / beta) at 7.31 / 3.82 eV. As for the net charge: +2. Its HOMO energy (alpha / beta) is -13.946 / -13.929 eV.